ORCA calculation (ωB97M-V/def2-TZVPD) on C24H23FNO2PS6SbTc as an isolated structure.

Computed properties:
Orbital gap (spin up / spin down): 6.4 / 6.4 eV
ΔE to the lowest compared entry with this formula, charge and spin: 46.5 kcal per mole
LUMO (spin up / spin down): -7.41 / -7.41 eV

```
! wB97M-V def2-TZVPD RIJCOSX def2/J DEFGRID3
* xyz 2 1
Tc -0.902 0.219 1.181
O 0.689 2.376 4.164
C 0.396 1.400 3.539
O -0.668 1.398 2.706
C 1.043 0.013 3.670
P 1.162 -0.601 1.915
C 2.636 0.050 1.073
C 2.657 1.432 0.978
C 3.610 2.102 0.240
C 4.537 1.332 -0.458
C 4.628 -0.056 -0.317
C 3.669 -0.689 0.458
C 1.319 -2.383 2.105
C 1.653 -3.002 3.312
C 1.546 -4.383 3.397
C 1.163 -5.133 2.304
C 0.767 -4.545 1.139
C 0.914 -3.172 1.001
H 0.333 -0.660 4.164
H 2.035 -0.010 4.088
H 1.913 2.063 1.464
H 3.611 3.212 0.162
H 5.228 1.839 -1.069
H 5.424 -0.624 -0.820
H 3.667 -1.777 0.628
H 1.869 -2.451 4.185
H 1.836 -4.867 4.283
H 1.090 -6.229 2.420
H 0.426 -5.089 0.299
H 0.551 -2.621 0.179
S -0.096 -2.250 -4.840
Sb 1.802 -2.410 -3.747
S 0.698 0.848 -2.848
S -0.387 1.052 -0.969
S 2.385 -0.168 -2.748
S -2.126 1.481 -2.024
C -1.779 3.097 -2.519
N -1.588 4.077 -1.673
C -1.649 5.449 -2.253
C -2.267 5.243 -3.648
S -1.955 3.485 -4.114
H -1.395 3.946 -0.686
H -0.661 5.897 -2.377
H -2.249 6.107 -1.622
H -1.827 5.944 -4.291
H -3.352 5.421 -3.639
F -4.512 -1.046 -3.435
C -3.835 -1.035 -2.288
C -2.492 -1.443 -2.209
C -1.957 -1.628 -0.948
C -2.572 -1.235 0.209
C -1.946 -1.437 1.563
C -3.839 -0.633 0.073
C -4.464 -0.558 -1.159
H -1.995 -1.632 -3.123
H -0.931 -1.953 -0.889
H -1.314 -2.281 1.824
H -2.666 -1.243 2.340
H -4.401 -0.173 0.891
H -5.436 -0.070 -1.240
*
```